Record 1
Entry from the OMol25 dataset: a cluster of 6 separate species, C28H42Br2F7N5O9 in total (ωB97M-V/def2-TZVPD).

Each line ends with the Löwdin charge.
Cartesian coordinates (Å):
C 3.758 1.735 2.310  -0.121
C 4.219 2.415 0.932  -0.650
Br 6.004 3.307 1.004  0.624
C 3.408 2.404 -0.225  -0.573
Br 4.186 3.296 -1.841  0.623
C 1.977 1.717 -0.292  -0.115
C 1.750 0.390 0.173  0.086
C 0.250 -0.180 0.096  -0.230
O 0.003 -1.368 -0.155  0.100
C -0.887 0.925 0.393  0.030
C -2.136 0.443 1.248  -0.100
O -1.721 -0.540 2.233  -0.170
O -2.167 -1.787 1.833  -0.065
C -0.690 2.253 -0.085  0.037
C -1.730 3.404 0.209  -0.251
F -1.491 4.414 -0.780  0.059
F -3.088 3.015 -0.008  0.069
C -1.557 4.132 1.615  -0.208
F -2.502 5.198 1.645  0.093
F -1.898 3.315 2.726  0.091
C -0.098 4.704 1.911  -0.335
F -0.190 5.390 3.154  0.095
F 0.878 3.709 2.114  0.108
F 0.364 5.641 0.994  0.136
C 0.685 2.465 -0.894  -0.224
O 0.785 3.119 -1.940  0.075
H 3.828 0.601 2.127  0.079
H 2.674 1.969 2.574  0.076
H 4.480 1.977 3.170  0.080
H 2.612 -0.237 0.589  0.134
H -2.821 -0.134 0.522  0.161
H -2.774 1.275 1.681  0.126
H -1.469 -2.412 2.178  0.079
C -4.303 4.323 -3.102  -0.071
N -4.903 3.196 -3.787  0.011
C -6.222 2.959 -4.017  -0.558
C -7.216 3.970 -3.512  -0.012
O -6.567 1.949 -4.618  0.012
H -3.623 4.820 -3.796  0.068
H -3.732 3.942 -2.253  0.057
H -5.044 5.036 -2.749  0.082
H -4.296 2.477 -4.153  0.138
H -8.224 3.645 -3.770  0.082
H -7.148 4.054 -2.426  0.083
H -7.035 4.940 -3.980  0.084
C -2.782 5.502 -8.766  -0.080
N -3.513 5.578 -7.519  0.005
C -3.551 6.607 -6.629  -0.548
C -2.747 7.840 -6.942  -0.012
O -4.225 6.510 -5.612  0.020
H -3.499 5.340 -9.574  0.084
H -2.103 4.648 -8.715  0.084
H -2.211 6.405 -8.966  0.073
H -4.076 4.786 -7.242  0.142
H -2.878 8.570 -6.143  0.085
H -1.686 7.590 -7.011  0.085
H -3.093 8.286 -7.877  0.085
C 8.783 0.755 -1.961  -0.076
N 7.751 0.467 -0.989  0.004
C 7.828 -0.340 0.104  -0.558
C 9.133 -1.041 0.372  -0.013
O 6.853 -0.478 0.832  0.008
H 8.962 1.833 -1.964  0.084
H 8.422 0.452 -2.947  0.084
H 9.714 0.237 -1.743  0.074
H 6.846 0.902 -1.104  0.116
H 9.040 -1.646 1.274  0.084
H 9.384 -1.700 -0.462  0.085
H 9.927 -0.308 0.528  0.085
C 1.268 -5.233 4.963  -0.066
N 0.280 -4.380 4.336  0.014
C -0.898 -4.743 3.766  -0.500
C -1.258 -6.202 3.767  -0.019
O -1.630 -3.887 3.272  0.016
H 1.395 -4.907 5.998  0.086
H 2.215 -5.110 4.432  0.084
H 0.977 -6.281 4.947  0.057
H 0.456 -3.386 4.299  0.142
H -2.225 -6.336 3.278  0.093
H -0.510 -6.772 3.216  0.083
H -1.335 -6.567 4.788  0.076
C -0.928 -11.757 5.665  -0.076
N -0.497 -10.384 5.825  0.007
C -0.652 -9.349 4.957  -0.515
C -1.355 -9.625 3.654  0.004
O -0.224 -8.237 5.250  -0.012
H -1.609 -12.001 6.484  0.085
H -0.050 -12.402 5.728  0.085
H -1.432 -11.923 4.716  0.075
H -0.018 -10.126 6.676  0.143
H -1.404 -8.709 3.067  0.061
H -0.803 -10.373 3.081  0.091
H -2.374 -9.968 3.843  0.093

As for the net charge: 0. The energy relative to the best compared isomer or geometry (same formula, charge and spin) is 0.0 kcal per mole. Its HOMO energy is -8.80 eV. For the largest force on an atom, the calculation gives 3.82 eV Å⁻¹. Its SMILES is C/C(Br)=C(/Br)C1=CC(=O)C(COO)=C(C(F)(F)C(F)(F)C(F)(F)F)C1=O.CNC(C)=O.CNC(C)=O.CNC(C)=O.CNC(C)=O.CNC(C)=O. The HOMO-LUMO gap is 0.271 Ha. As for the total energy: -7889.93798 Eh. The value obtained for the lowest unoccupied orbital energy is -1.4 eV.

=====

Record 2
Entry from the OMol25 dataset: a cluster of 2 separate species, C9H11O3 in total (ωB97M-V/def2-TZVPD).

Each line ends with the natural charge from an NBO analysis.
Cartesian coordinates (Å):
C 3.474 2.163 2.072  -0.619
C 0.652 -0.528 0.255  0.340
C 0.241 0.710 0.693  -0.297
C 1.987 -0.955 0.456  -0.274
C 1.191 1.585 1.235  -0.194
C 2.887 -0.091 1.023  -0.207
C 2.517 1.207 1.395  -0.094
O -0.168 -1.474 -0.238  -0.711
H -1.112 -1.128 -0.354  0.523
H -0.794 0.995 0.631  0.253
H 2.146 -1.980 0.151  0.215
H 0.911 2.593 1.521  0.189
H 3.940 -0.334 1.130  0.187
H 4.384 2.322 1.473  0.196
H 3.899 1.619 2.921  0.204
H 3.062 3.140 2.281  0.209
C -4.292 -1.102 -1.771  -0.729
C -2.857 -0.581 -1.693  0.768
O -2.435 -0.206 -0.547  -0.840
O -2.204 -0.538 -2.741  -0.734
H -4.423 -1.633 -2.711  0.205
H -4.991 -0.272 -1.670  0.204
H -4.438 -1.761 -0.914  0.203

As for the net charge: -1. The energy relative to the best compared isomer or geometry (same formula, charge and spin) is 5.7 kcal per mole. Its HOMO energy is -4.57 eV. For the largest force on an atom, the calculation gives 1.86 eV Å⁻¹. The HOMO-LUMO gap is 0.288 Ha. As for the total energy: -575.34940 Eh. The value obtained for the lowest unoccupied orbital energy is 3.3 eV.

=====

Record 3
Entry from the OMol25 dataset: the ion C3H10NS with charge +1 (ωB97M-V/def2-TZVPD).

Each line ends with the natural charge from an NBO analysis.
Cartesian coordinates (Å):
C -1.400 1.399 -1.212  -0.631
C -0.684 0.886 0.035  -0.070
N -1.349 -0.374 0.582  -0.701
C 0.741 0.356 -0.408  -0.531
S 1.565 -1.082 0.450  0.004
H -1.815 2.396 -1.080  0.257
H -0.664 1.479 -2.010  0.249
H -2.172 0.670 -1.498  0.220
H -0.393 1.616 0.799  0.250
H -0.626 -0.948 1.078  0.451
H -1.745 -0.955 -0.156  0.442
H -2.067 -0.176 1.283  0.445
H 1.506 1.125 -0.488  0.260
H 0.639 -0.214 -1.344  0.226
H 1.585 -0.507 1.683  0.130

As for the net charge: +1. The energy relative to the best compared isomer or geometry (same formula, charge and spin) is 15.3 kcal per mole. Its HOMO energy is -13.92 eV. For the largest force on an atom, the calculation gives 2.99 eV Å⁻¹. Its SMILES is C[C@@H]([NH3+])CS. The HOMO-LUMO gap is 0.383 Ha. As for the total energy: -572.97471 Eh. The value obtained for the lowest unoccupied orbital energy is -3.5 eV.

=====

Record 4
Entry from the OMol25 dataset: the ion H2N3S4 with charge +1 (ωB97M-V/def2-TZVPD).

Each line ends with the natural charge from an NBO analysis.
Cartesian coordinates (Å):
N 0.222 1.351 -0.106  -1.022
N 0.490 -1.255 -0.057  -1.016
N 2.542 0.209 -0.217  -0.879
S -0.653 0.094 -0.932  0.936
S 1.887 1.619 -0.148  1.073
S -2.402 0.155 -0.244  -0.134
S 2.103 -1.278 -0.309  1.159
H -0.335 2.139 0.196  0.453
H 0.071 -2.179 -0.118  0.431

As for the net charge: +1. The energy relative to the best compared isomer or geometry (same formula, charge and spin) is 3.4 kcal per mole. Its HOMO energy (alpha / beta) is -13.55 / -13.55 eV. For the largest force on an atom, the calculation gives 1.05 eV Å⁻¹. The HOMO-LUMO gap (alpha / beta) is 0.272 / 0.272 Ha. As for the total energy: -1757.84047 Eh. The value obtained for the lowest unoccupied orbital energy (alpha / beta) is -6.2 / -6.2 eV.

=====

Record 5
Entry from the OMol25 dataset: the molecule C6H11NS (ωB97M-V/def2-TZVPD).

Each line ends with the natural charge from an NBO analysis.
Cartesian coordinates (Å):
C -2.380 0.397 -1.211  -0.209
C -1.458 0.760 -0.525  -0.035
C -0.603 1.284 0.530  -0.166
N -1.049 0.929 1.752  -0.793
C 0.732 0.624 0.219  -0.261
C 1.965 0.951 1.077  -0.592
C 0.626 -0.877 0.305  -0.513
S 0.506 -1.892 -1.292  -0.061
H -2.920 -0.082 -2.095  0.256
H -0.382 2.270 0.420  0.187
H -1.811 1.887 1.797  0.379
H -0.072 0.997 2.540  0.364
H 0.986 0.911 -0.778  0.220
H 2.313 2.095 1.015  0.218
H 1.736 0.800 2.085  0.184
H 2.812 0.088 0.837  0.221
H 1.588 -1.244 0.709  0.213
H -0.146 -1.083 1.192  0.264
H 1.854 -1.709 -1.686  0.126

As for the net charge: 0. The energy relative to the best compared isomer or geometry (same formula, charge and spin) is 129.1 kcal per mole. Its HOMO energy is -8.80 eV. For the largest force on an atom, the calculation gives 7.42 eV Å⁻¹. Its SMILES is C#C[C@@H](N)[C@@H](C)CS. The HOMO-LUMO gap is 0.344 Ha. As for the total energy: -687.94348 Eh. The value obtained for the lowest unoccupied orbital energy is 0.6 eV.

=====

Record 6
Entry from the OMol25 dataset: a cluster of 3 separate species, C29H54F4O16P2S in total (ωB97M-V/def2-TZVPD).

Each line ends with the Löwdin charge.
Cartesian coordinates (Å):
C -4.781 -5.145 -0.924  -0.095
C -5.145 -3.670 -1.130  -0.246
C -3.886 -2.773 -1.224  -0.186
C -4.239 -1.372 -0.747  -0.153
O -3.191 -0.445 -0.430  -0.040
C -1.996 -0.894 0.100  -0.284
C -0.961 -1.581 -0.859  0.009
C -1.107 -1.214 -2.309  -0.427
O -2.119 -1.019 -2.910  0.163
O 0.103 -1.179 -2.977  0.069
C -0.084 -1.657 -4.295  -0.476
C 0.202 -0.646 -5.361  0.033
O -0.408 -2.778 -4.494  0.171
C -1.284 0.510 0.337  -0.116
C -1.547 1.630 -0.673  -0.093
C -0.285 2.481 -0.933  -0.410
C 0.356 3.050 0.333  -0.061
C 0.709 1.756 -1.831  -0.061
C -1.776 0.936 1.700  -0.383
O -2.152 1.963 2.129  0.213
O -1.715 -0.230 2.457  0.049
C -1.957 -1.333 1.637  -0.219
C -3.314 -1.833 2.264  -0.572
F -3.156 -2.139 3.556  0.174
F -4.175 -0.814 2.231  0.195
F -3.813 -2.911 1.663  0.174
S -0.686 -2.567 2.227  0.719
O -1.242 -3.875 2.255  -0.219
O -0.219 -2.096 3.481  -0.209
F 0.551 -2.592 1.273  -0.118
H -4.378 -5.559 -1.847  0.075
H -3.990 -5.211 -0.176  0.067
H -5.666 -5.701 -0.623  0.071
H -5.617 -3.601 -2.114  0.108
H -5.873 -3.296 -0.410  0.104
H -3.122 -3.258 -0.614  0.092
H -3.550 -2.829 -2.256  0.113
H -4.928 -1.478 0.090  0.103
H -4.840 -0.900 -1.526  0.143
H 0.056 -1.354 -0.564  0.116
H -1.041 -2.669 -0.773  0.138
H -0.442 0.215 -5.187  0.095
H 0.052 -1.074 -6.344  0.093
H 1.231 -0.319 -5.206  0.099
H -0.202 0.480 0.491  0.154
H -1.887 1.266 -1.641  0.116
H -2.313 2.329 -0.342  0.131
H -0.646 3.345 -1.503  0.127
H -0.379 3.413 1.048  0.075
H 1.002 2.305 0.805  0.083
H 1.003 3.891 0.079  0.081
H 1.450 2.432 -2.261  0.078
H 1.230 0.959 -1.298  0.083
H 0.142 1.391 -2.687  0.066
C 0.752 -4.332 5.793  -0.068
C 1.064 -2.861 5.999  -0.277
O 1.800 -2.624 7.213  -0.196
P 3.354 -3.069 7.289  0.510
O 4.105 -2.194 6.364  -0.216
O 3.783 -2.475 8.748  -0.231
C 4.864 -1.557 8.904  -0.281
C 4.362 -0.128 8.936  -0.073
O 3.182 -4.567 7.823  -0.202
C 2.918 -4.929 9.187  -0.253
C 1.639 -4.368 9.763  -0.074
H 1.663 -4.908 5.615  0.074
H 0.094 -4.463 4.935  0.065
H 0.273 -4.753 6.677  0.074
H 1.618 -2.459 5.150  0.100
H 0.138 -2.296 6.083  0.115
H 5.610 -1.698 8.124  0.105
H 5.347 -1.799 9.854  0.116
H 3.694 0.076 8.100  0.077
H 5.195 0.574 8.901  0.076
H 3.796 0.054 9.851  0.074
H 3.776 -4.682 9.810  0.114
H 2.850 -6.018 9.177  0.119
H 1.680 -3.287 9.876  0.071
H 1.470 -4.803 10.750  0.083
H 0.786 -4.603 9.126  0.072
C -0.640 6.258 -4.192  -0.080
C -0.937 4.992 -4.977  -0.283
O -0.043 4.793 -6.071  -0.238
P 1.526 4.350 -5.762  0.611
O 1.199 2.940 -5.356  -0.228
O 2.080 4.075 -7.269  -0.220
C 2.634 2.798 -7.601  -0.278
C 1.589 1.908 -8.228  -0.074
O 1.990 5.894 -5.723  -0.223
C 2.205 6.720 -6.884  -0.246
C 1.003 6.906 -7.780  -0.074
H 0.319 6.188 -3.673  0.069
H -1.416 6.435 -3.446  0.078
H -0.584 7.120 -4.856  0.071
H -0.912 4.117 -4.319  0.099
H -1.937 5.050 -5.407  0.118
H 3.074 2.325 -6.725  0.103
H 3.447 2.977 -8.307  0.119
H 0.674 1.883 -7.639  0.070
H 1.966 0.889 -8.333  0.079
H 1.319 2.277 -9.219  0.078
H 3.064 6.355 -7.444  0.114
H 2.494 7.691 -6.479  0.121
H 0.717 5.984 -8.281  0.072
H 1.244 7.646 -8.546  0.085
H 0.141 7.256 -7.215  0.072

As for the net charge: 0. Its HOMO energy is -10.09 eV. For the largest force on an atom, the calculation gives 7.75 eV Å⁻¹. Its SMILES is CCCCO[C@@]1(CC(=O)OC(C)=O)[C@@H](CC(C)C)C(=O)O[C@]1(C(F)(F)F)S(=O)(=O)F.CCOP(=O)(OCC)OCC.CCOP(=O)(OCC)OCC. The HOMO-LUMO gap is 0.343 Ha. As for the total energy: -3821.65036 Eh. The value obtained for the lowest unoccupied orbital energy is -0.7 eV.